ORCA calculation (wB97M-V/def2-TZVPD) on a gas-phase ion, Cl3H2NP (charge +1).

Computed properties:
- molar mass (g/mol) = 153.356
- charge = +1
- HOMO level (alpha / beta) (eV) = -11.7062 / -15.1539
- E_LUMO (alpha / beta) (eV) = -4.361 / -11.476
- gap between HOMO and LUMO (alpha / beta) (eV) = 7.3 / 3.7
- maximum force (eV/A) = 7.83
- 2S+1 = 3

Each line ends with the Löwdin charge.
Atoms and positions in Å:
N1 -0.256 -0.012 0.362  -0.10
P1 -2.184 0.035 -0.012  -0.34
Cl1 -3.058 -1.481 0.765  0.43
Cl2 -2.944 1.872 0.341  0.54
Cl3 -2.437 -0.361 -1.930  0.46
H1 -0.117 -0.408 1.245  0.00
H2 0.195 0.830 0.137  0.01